{"formula": "CH3IOS2", "method": "ωB97M-V/def2-TZVPD", "total_energy_ha": -1209.08990, "homo_ev": [-8.53, -8.53], "total_charge": 0, "multiplicity": 1, "species": ["C", "O", "S", "S", "I", "H", "H", "H"], "positions_angstrom": [[-1.1714, 0.0408, 0.0185], [-0.5285, 1.2178, 0.4212], [0.7326, 1.7964, -0.4884], [2.4133, -2.1990, -0.3247], [2.6130, 0.0401, 0.2638], [-2.2459, 0.3063, -0.1331], [-1.0005, -0.5988, 1.0201], [-0.8126, -0.6036, -0.7774]], "lowdin_charge": [-0.2208, -0.7153, 0.5094, -0.3703, 0.5024, 0.0936, 0.1363, 0.0646]}


{"formula": "C32H32BrCoN8O2Sb", "method": "ωB97M-V/def2-TZVPD", "total_energy_ha": -6024.15226, "homo_ev": [-7.76, -8.12], "s_squared": 0.766, "total_charge": 0, "multiplicity": 2, "species": ["Co", "C", "C", "C", "C", "C", "C", "N", "N", "C", "C", "C", "C", "C", "C", "H", "H", "H", "H", "H", "H", "H", "H", "H", "C", "C", "N", "C", "C", "N", "C", "N", "N", "N", "C", "C", "C", "C", "C", "C", "H", "H", "H", "H", "H", "H", "H", "H", "H", "H", "H", "C", "Sb", "C", "C", "H", "H", "H", "H", "H", "H", "H", "H", "H", "Br", "C", "C", "N", "C", "C", "C", "C", "O", "O", "H", "H", "H"], "positions_angstrom": [[0.1032, 0.2056, 1.3886], [2.9882, -4.4905, 3.1563], [3.3937, -3.2715, 2.6367], [2.4935, -2.2186, 2.5408], [1.1889, -2.3864, 2.9810], [0.7738, -3.6109, 3.4967], [1.6760, -4.6569, 3.5824], [0.2743, -1.2807, 2.8666], [-0.6911, -1.3593, 3.6502], [-1.6504, -0.3490, 3.4579], [-2.7020, -0.2984, 4.3690], [-3.6749, 0.6723, 4.2133], [-3.5723, 1.5601, 3.1463], [-2.5173, 1.4770, 2.2446], [-1.5123, 0.5119, 2.3614], [3.6892, -5.3124, 3.2255], [4.4137, -3.1328, 2.3016], [2.7962, -1.2739, 2.1224], [-0.2497, -3.7284, 3.8221], [1.3520, -5.6095, 3.9812], [-2.7354, -1.0128, 5.1820], [-4.5011, 0.7403, 4.9083], [-4.3273, 2.3269, 3.0165], [-2.4945, 2.1962, 1.4292], [-2.9087, -1.0062, -0.4163], [-1.5707, -1.5971, -0.6806], [-0.4533, -1.3366, -0.0369], [0.5414, -2.0676, -0.6523], [0.0149, -2.7824, -1.6748], [-1.3371, -2.4917, -1.6816], [-2.2833, -2.9399, -2.6759], [-2.8816, -1.8571, -3.4159], [-4.2326, -1.7391, -3.4311], [-4.5663, -0.7056, -4.0955], [-3.4155, -0.0610, -4.5023], [-3.2490, 1.1300, -5.2153], [-1.9599, 1.5449, -5.4450], [-0.8532, 0.7994, -4.9836], [-0.9999, -0.3791, -4.2880], [-2.3166, -0.7966, -4.0622], [-2.9265, -0.6135, 0.5962], [-3.6989, -1.7493, -0.5307], [-3.1263, -0.1872, -1.1074], [1.5603, -2.0161, -0.3078], [0.4503, -3.4818, -2.3677], [-3.1181, -3.4718, -2.2231], [-1.7501, -3.6169, -3.3429], [-4.1051, 1.6947, -5.5577], [-1.7809, 2.4626, -5.9890], [0.1438, 1.1687, -5.1852], [-0.1444, -0.9334, -3.9267], [-1.9231, 2.5059, -1.7124], [-0.2517, 2.1152, -0.4335], [1.2347, 2.0818, -1.9657], [0.0590, 4.1139, 0.2411], [-1.7651, 3.4486, -2.2352], [-2.8489, 2.5596, -1.1390], [-2.0109, 1.7043, -2.4459], [1.1474, 2.9684, -2.5934], [1.0988, 1.1875, -2.5715], [2.2214, 2.0455, -1.5066], [0.1277, 4.7961, -0.6054], [0.9785, 4.1426, 0.8240], [-0.7665, 4.4117, 0.8866], [7.2727, 0.8921, -0.6861], [5.9879, 1.5971, 0.5082], [6.3416, 2.6250, 1.3700], [5.4863, 3.1620, 2.2343], [4.2454, 2.6835, 2.2598], [3.8057, 1.6589, 1.4299], [4.6998, 1.1003, 0.5278], [2.3923, 1.1711, 1.5062], [1.5905, 1.6800, 2.3076], [2.0418, 0.2303, 0.7167], [7.3488, 3.0248, 1.3599], [3.5576, 3.1212, 2.9724], [4.3815, 0.3036, -0.1309]], "lowdin_charge": [0.2847, -0.0902, -0.0735, -0.0202, -0.2183, -0.0270, -0.0823, 0.0337, 0.1058, -0.2737, -0.0307, -0.0946, -0.0883, -0.1335, -0.1736, 0.1011, 0.1044, 0.0888, 0.1032, 0.1022, 0.1078, 0.0978, 0.1005, 0.0572, 0.0273, -0.3136, 0.0693, -0.0969, -0.0562, -0.0215, -0.0671, -0.0618, 0.0548, 0.0794, -0.2366, -0.0116, -0.0839, -0.0865, -0.0136, -0.1771, 0.0662, 0.0862, 0.0773, 0.1014, 0.1184, 0.1376, 0.1403, 0.1163, 0.1051, 0.1069, 0.1049, -0.2941, 1.4438, -0.2804, -0.2872, 0.0124, 0.0037, -0.0265, 0.0118, -0.0118, -0.0029, 0.0072, 0.0011, 0.0068, 0.7366, -0.6696, -0.1872, 0.0784, -0.0689, -0.1089, -0.0539, -0.6485, -0.0052, -0.1444, 0.1022, 0.1229, 0.1165]}


{"formula": "C20H21NO6S", "method": "ωB97M-V/def2-TZVPD", "total_energy_ha": -1679.04046, "smiles": "COc1ccc(N(C(=O)c2cccc(OC)c2OC)[C@H]2C=CS(=O)(=O)C2)cc1", "homo_ev": -8.35, "total_charge": 0, "multiplicity": 1, "species": ["C", "O", "C", "C", "C", "C", "N", "C", "O", "C", "C", "C", "C", "C", "O", "C", "C", "O", "C", "C", "C", "C", "S", "O", "O", "C", "C", "C", "H", "H", "H", "H", "H", "H", "H", "H", "H", "H", "H", "H", "H", "H", "H", "H", "H", "H", "H", "H", "H"], "positions_angstrom": [[-1.2744, -4.8725, -1.1882], [-0.5848, -4.2154, -0.1524], [-0.2858, -2.8982, -0.3010], [0.4341, -2.3129, 0.7429], [0.7706, -0.9789, 0.7063], [0.3968, -0.1914, -0.3789], [0.7161, 1.1857, -0.4345], [-0.2197, 2.1550, -0.6512], [0.0919, 3.3170, -0.8296], [-1.6420, 1.6997, -0.6782], [-2.4010, 1.9823, -1.8064], [-3.7185, 1.5844, -1.8597], [-4.2824, 0.9287, -0.7781], [-3.5554, 0.6777, 0.3785], [-4.0966, 0.0616, 1.4784], [-5.4394, -0.3524, 1.4334], [-2.2045, 1.0735, 0.4393], [-1.3652, 0.9568, 1.5059], [-1.6801, 0.1377, 2.6106], [2.1073, 1.6106, -0.3140], [2.5287, 1.6698, 1.1350], [3.5739, 0.9710, 1.5183], [4.2067, 0.0091, 0.1443], [3.9224, -1.3837, 0.3545], [5.5652, 0.3623, -0.1608], [3.0695, 0.7309, -1.0964], [-0.2949, -0.7778, -1.4307], [-0.6453, -2.1160, -1.3934], [-2.2660, -4.4372, -1.3513], [-0.7089, -4.8508, -2.1249], [-1.3849, -5.9045, -0.8594], [0.7210, -2.9314, 1.5774], [1.3152, -0.5432, 1.5265], [-1.9388, 2.5028, -2.6305], [-4.3179, 1.7826, -2.7343], [-5.3157, 0.6279, -0.8372], [-5.6099, -1.0902, 0.6428], [-6.1196, 0.4944, 1.2976], [-5.6303, -0.8141, 2.4012], [-1.8919, -0.8876, 2.3009], [-2.5235, 0.5311, 3.1802], [-0.7853, 0.1479, 3.2326], [2.1028, 2.6425, -0.6992], [1.9279, 2.2977, 1.7764], [4.0110, 0.8944, 2.4932], [3.6850, 1.2919, -1.7912], [2.5700, -0.0902, -1.6009], [-0.5689, -0.1821, -2.2883], [-1.1894, -2.5334, -2.2256]], "lowdin_charge": [-0.0881, -0.0794, -0.2678, 0.0200, -0.0130, -0.2367, 0.0416, -0.3821, 0.0907, -0.0839, -0.0317, -0.0735, -0.0165, -0.1759, -0.1116, -0.0786, -0.1359, -0.0644, -0.0595, -0.2730, -0.0661, -0.1139, 0.6717, -0.3097, -0.3181, -0.1174, 0.0027, 0.0015, 0.0944, 0.0965, 0.0933, 0.1265, 0.1124, 0.1226, 0.1047, 0.1021, 0.0975, 0.0981, 0.0965, 0.0983, 0.0948, 0.0957, 0.1544, 0.1323, 0.1005, 0.1096, 0.1079, 0.1258, 0.1049]}


{"formula": "C2HgMgO4", "method": "ωB97M-V/def2-TZVPD", "total_energy_ha": -730.54635, "homo_ev": [-7.06, -7.06], "s_squared": 2.016, "total_charge": 0, "multiplicity": 3, "species": ["O", "Hg", "O", "O", "C", "C", "O", "Mg"], "positions_angstrom": [[1.0350, 0.7771, -0.8828], [0.2807, 2.2699, 0.5538], [0.5644, 1.0414, -3.0639], [0.1572, 2.6744, -1.5784], [0.6457, 1.5160, -1.9033], [-0.6126, -0.6363, 1.3154], [-0.4328, -1.6369, 1.8248], [-1.7185, -4.3618, 1.0666]], "lowdin_charge": [-0.1598, 0.9746, 0.1800, -0.1391, -0.8697, -0.0366, -0.1478, 0.1982]}


no.,strongest force on any atom (hartree/bohr)
1,0.0794
2,0.0050
3,0.0190
4,0.0458